(P)
DFT (ωB97M-V with the def2-TZVPD basis set) results for C2H3N3O in the gas phase.

Each line ends with the Löwdin charge.
Geometry (Å):
O 0.476 -1.404 1.332  0.11
C 0.282 -0.570 0.314  -0.51
N 0.647 -0.711 -0.914  0.07
N 0.284 0.482 -1.552  0.02
C -0.321 1.222 -0.689  -0.20
N -0.402 0.603 0.572  0.11
H 0.998 -2.142 0.987  0.13
H -0.632 2.246 -0.861  0.11
H -1.332 0.274 0.811  0.15

Its spin multiplicity is 1. The lowest unoccupied orbital energy comes out at 0.0225 hartree. Its SMILES is Oc1nnc[nH]1.

---

(Q)
DFT (ωB97M-V with the def2-TZVPD basis set) results for C2H3N3O in the gas phase.

Each line ends with the Löwdin charge.
Geometry (Å):
O -1.752 -0.046 -0.188  0.04
N -0.421 0.041 -0.114  -0.17
C 0.470 1.044 -0.077  -0.20
N 1.668 0.632 -0.058  -0.01
N 1.687 -0.727 -0.104  0.02
C 0.418 -1.071 -0.007  -0.13
H -2.125 0.067 0.745  0.17
H 0.122 2.108 -0.065  0.14
H -0.066 -2.048 -0.133  0.13

Its spin multiplicity is 1. The lowest unoccupied orbital energy comes out at 0.0080 hartree. Its SMILES is On1cnnc1.

---

Going by the energies, (P) is most stable and the next is 42.6 kcal/mol up.

---

(P)
DFT (ωB97M-V with the def2-TZVPD basis set) results for C2H3N3O in the gas phase.

Each line ends with the Löwdin charge.
Geometry (Å):
O 1.414 0.870 -1.588  0.03
C 0.593 0.350 -0.570  -0.48
N -0.656 -0.192 -0.855  0.12
C -1.117 -0.349 0.481  -0.16
N -0.148 -0.024 1.238  -0.09
N 1.006 0.337 0.677  0.10
H 0.974 0.347 -2.309  0.11
H -2.086 -0.767 0.675  0.12
H 0.020 -0.574 2.252  0.25

Its spin multiplicity is 1. The lowest unoccupied orbital energy comes out at 0.0229 hartree. Its SMILES is Oc1nc[nH]n1.

---

(Q)
DFT (ωB97M-V with the def2-TZVPD basis set) results for C2H3N3O in the gas phase.

Each line ends with the Löwdin charge.
Geometry (Å):
O -1.938 -0.456 0.167  0.10
C -0.712 0.003 -0.095  -0.50
N -0.370 0.986 -0.865  0.06
N 1.020 1.027 -0.844  0.01
C 1.430 0.087 -0.055  -0.20
N 0.363 -0.628 0.459  0.13
H -2.563 0.130 -0.283  0.12
H 2.463 -0.193 0.106  0.11
H 0.306 -0.957 1.409  0.15

Its spin multiplicity is 1. The lowest unoccupied orbital energy comes out at 0.0230 hartree. Its SMILES is Oc1nnc[nH]1.

---

Going by the energies, (Q) is most stable and the next is 22.5 kcal/mol up.

---

(P)
DFT (ωB97M-V with the def2-TZVPD basis set) results for C2H3N3O in the gas phase.

Each line ends with the Löwdin charge.
Geometry (Å):
O -1.911 0.089 0.050  0.03
C -0.608 -0.086 -0.133  -0.60
N 0.013 -1.246 -0.272  0.13
C 1.364 -0.700 0.143  -0.09
N 1.448 0.714 -0.056  0.02
N 0.086 1.052 -0.040  0.01
H -2.478 -0.797 0.380  0.23
H 2.294 -1.102 0.266  0.05
H -0.209 2.077 -0.339  0.22

Its spin multiplicity is 1. The lowest unoccupied orbital energy comes out at 0.0165 hartree. Its SMILES is Oc1ncn[nH]1.

---

(Q)
DFT (ωB97M-V with the def2-TZVPD basis set) results for C2H3N3O in the gas phase.

Each line ends with the Löwdin charge.
Geometry (Å):
N -1.563 -0.185 0.069  0.10
C -0.167 -0.163 0.054  -0.40
C 0.726 0.949 -0.073  -0.07
N 1.945 0.513 0.037  0.07
O 1.850 -0.817 0.247  -0.10
N 0.559 -1.231 0.246  0.11
H -1.902 -1.075 0.420  0.09
H -1.980 -0.006 -0.838  0.09
H 0.542 2.008 -0.185  0.11

Its spin multiplicity is 1. The lowest unoccupied orbital energy comes out at 0.0316 hartree. Its SMILES is Nc1cnon1.

---

Going by the energies, (Q) is most stable and the next is 3.0 kcal/mol up.